--- P ---
C3H11N3 | the ωB97M-V functional and the def2-TZVPD basis

The geometry in XYZ format:
```
17
C3H11N3 (the ωB97M-V functional and the def2-TZVPD basis)
C 1.026 -1.268 0.621
N 1.923 -0.122 0.596
C 1.321 1.060 -0.019
N 1.233 1.015 -1.454
H 1.474 -2.068 1.213
H 0.037 -1.034 1.045
H 0.859 -1.631 -0.393
H 2.171 0.111 1.552
H 1.950 1.908 0.260
H 0.324 1.274 0.389
H 2.141 0.804 -1.848
H 0.580 0.319 -1.791
C -3.375 -0.199 0.008
N -2.411 0.230 -0.679
H -4.319 -0.411 -0.492
H -3.338 -0.389 1.082
H -1.596 0.402 -0.089
```

Values from the calculation:
HOMO   -9.156 eV
SMILES string   CNCN.C=N
Orbital gap   0.37090 Ha


--- Q ---
C3H11N3 | the ωB97M-V functional and the def2-TZVPD basis

The geometry in XYZ format:
```
17
C3H11N3 (the ωB97M-V functional and the def2-TZVPD basis)
H -1.013 -2.084 -1.561
N -1.492 -1.503 -0.871
C -0.733 -1.284 0.142
C -1.269 -0.533 1.329
N 0.617 -1.654 0.159
H -1.794 0.361 0.985
H -1.972 -1.173 1.871
H -0.469 -0.225 2.006
H 0.990 -2.073 -0.684
H 1.153 -1.464 1.002
C 0.750 1.246 -1.019
N 1.305 2.142 -0.009
H -0.310 1.453 -1.194
H 1.261 1.399 -1.975
H 0.989 0.146 -0.636
H 0.695 2.143 0.807
H 1.292 3.102 -0.353
```

Values from the calculation:
HOMO   -8.932 eV
SMILES string   [H]/N=C(/C)N.CN
Orbital gap   0.36167 Ha


--- R ---
C3H11N3 | the ωB97M-V functional and the def2-TZVPD basis

The geometry in XYZ format:
```
17
C3H11N3 (the ωB97M-V functional and the def2-TZVPD basis)
C 0.046 0.469 -0.257
C -0.540 0.672 1.654
C 0.250 -1.974 -0.744
N -0.532 -0.762 -0.555
N 1.414 0.545 -0.401
N -0.594 1.519 -0.900
H -1.317 -0.863 0.110
H 2.012 0.050 0.247
H 1.846 1.259 -0.969
H -0.551 2.434 -0.466
H -1.467 1.305 -1.365
H -0.313 -0.163 2.328
H -1.605 0.932 1.722
H 0.041 1.543 1.988
H 1.278 -1.839 -1.082
H -0.254 -2.579 -1.499
H 0.284 -2.550 0.190
```

Values from the calculation:
HOMO   -7.323 eV
Orbital gap   0.30812 Ha


--- S ---
C3H11N3 | the ωB97M-V functional and the def2-TZVPD basis

The geometry in XYZ format:
```
17
C3H11N3 (the ωB97M-V functional and the def2-TZVPD basis)
C -0.186 0.046 1.002
C 1.217 -0.451 1.292
N -0.433 1.443 1.146
H -0.573 1.758 2.099
H 0.266 2.012 0.684
H -0.912 -0.495 1.615
H -0.596 -0.391 -0.152
H 1.318 -1.510 1.039
H 1.958 0.085 0.697
H 1.480 -0.325 2.351
C -1.223 -1.050 -1.422
N 0.060 0.339 -2.345
N 0.749 0.864 -1.531
H 1.426 1.588 -1.884
H -2.078 -0.413 -1.633
H -1.466 -1.816 -0.680
H -1.006 -1.684 -2.278
```

Values from the calculation:
HOMO (alpha / beta)   -7.868 / -7.630 eV
Orbital gap (alpha / beta)   0.29725 / 0.29351 Ha


Least stable structure: S


--- P ---
C3H10NS | the ωB97M-V functional and the def2-TZVPD basis

The geometry in XYZ format:
```
15
C3H10NS (the ωB97M-V functional and the def2-TZVPD basis)
C 0.372 1.297 -0.951
C -0.153 0.005 -0.369
C 0.977 -0.778 0.338
S 0.967 -2.571 0.171
N -1.293 0.360 0.604
H 1.166 1.079 -1.659
H 0.799 1.951 -0.194
H -0.400 1.863 -1.488
H -0.643 -0.584 -1.144
H 1.919 -0.489 -0.132
H 1.107 -0.549 1.399
H -0.107 -2.921 0.926
H -1.735 -0.459 1.036
H -0.946 0.939 1.374
H -2.029 0.857 0.088
```

Values from the calculation:
Spin multiplicity   2
HOMO (alpha / beta)   -21.613 / -21.862 eV
Charge   +2
Orbital gap (alpha / beta)   0.48846 / 0.30883 Ha


--- Q ---
C3H10NS | the ωB97M-V functional and the def2-TZVPD basis

The geometry in XYZ format:
```
15
C3H10NS (the ωB97M-V functional and the def2-TZVPD basis)
C 1.188 -1.550 -0.036
C 0.351 -0.460 0.584
C -0.706 0.113 -0.414
S -0.178 1.748 -1.009
N -0.455 -1.172 1.723
H 1.867 -1.191 -0.816
H 0.571 -2.311 -0.530
H 1.833 -1.992 0.719
H 0.887 0.278 1.164
H -0.732 -0.505 -1.310
H -1.672 0.304 0.053
H 0.801 1.317 -1.841
H -0.966 -0.558 2.365
H -1.137 -1.772 1.252
H 0.234 -1.733 2.236
```

Values from the calculation:
Spin multiplicity   2
HOMO (alpha / beta)   -21.676 / -22.109 eV
Charge   +2
Orbital gap (alpha / beta)   0.49329 / 0.32152 Ha


Least stable structure: Q